Below is 6 unconnected molecules or ions with the total composition C3H20NO5 in a non-equilibrium geometry, with properties calculated with ωB97M-V/def2-TZVPD.

XYZ file:
```
29
Properties=species:S:1:pos:R:3
C 0.21351 -0.99969 2.09293
C -0.41009 0.34938 1.82461
N 0.28367 0.95360 0.62062
C 0.28003 2.42663 0.58771
H 1.22800 -1.00461 2.22575
H -0.09760 -1.49565 3.05955
H -0.02572 -1.67348 1.20367
H -1.53800 0.26004 1.60675
H -0.34968 0.97650 2.68388
H -0.17541 0.48363 -0.23185
H 1.26182 0.55276 0.65528
H -0.70566 2.90737 0.64167
H 0.60772 2.67278 -0.38370
H 1.02045 2.85904 1.31269
H -3.04541 -2.31153 -0.78319
H -2.34761 -2.70448 0.32792
O -2.26333 -2.02614 -0.35393
H -1.22594 -1.48737 -1.51799
H -0.96061 -0.20236 -2.47791
O -0.69159 -1.09335 -2.23960
H 2.45802 -1.31582 -2.78703
H 1.32165 -1.20276 -1.92084
O 2.18405 -1.06774 -1.98794
H 4.17132 0.67570 -0.13748
H 2.82746 0.11007 -0.47200
O 3.18355 0.76113 0.12212
H -3.34174 0.63201 0.19570
H -2.77325 2.09380 -0.14445
O -2.51221 1.15626 0.15531
```

DFT total energy in hartree: -556.9848
HOMO-LUMO gap in eV: 11.71
Total charge: +1
LUMO energy in eV: -2.92